[1]
ORCA calculation (ωB97M-V/def2-TZVPD) on one molecule with the formula C7H12N2 at a distorted geometry.

Structure (XYZ):
```
21
Properties=species:S:1:pos:R:3:forces:R:3:mulliken_charge:R:1
H -4.04453 -0.63596 -0.35011 0.38 0.04 0.01 0.244
N -3.09370 -0.26946 -0.47260 1.17 -0.59 0.51 -0.583
C -2.23335 -1.10203 -0.00091 0.44 -0.44 -0.49 -0.186
C -0.66558 -0.97212 -0.00042 -3.70 1.67 -0.33 0.525
N 0.00149 -2.17417 -0.13422 0.46 -0.48 -0.06 -0.585
C -0.18043 0.26284 0.15258 2.11 -0.10 0.34 0.600
C -0.93416 1.54678 0.35193 -0.39 0.25 -0.10 -1.473
C 1.33500 0.42861 0.20892 -0.33 -0.18 0.51 -0.096
C 1.98713 0.36150 1.37573 -0.22 0.10 -0.36 -0.892
C 2.01882 0.70514 -1.09810 0.35 0.14 -0.03 -1.025
H -2.58283 -2.07350 0.39464 0.27 0.19 0.05 0.390
H -0.34704 -2.72618 -0.91300 0.23 0.07 0.22 0.212
H 1.01177 -2.06556 -0.15976 -0.26 -0.12 -0.01 0.291
H -1.66012 1.45101 1.16572 -0.10 0.05 -0.27 0.389
H -0.27336 2.37944 0.61788 0.12 -0.36 -0.03 0.404
H -1.45610 1.83561 -0.56600 -0.12 -0.05 0.28 0.281
H 1.46364 0.17495 2.31011 0.02 -0.03 -0.17 0.292
H 3.05677 0.54131 1.44401 -0.08 -0.06 -0.08 0.306
H 3.07998 0.94189 -0.95949 -0.16 -0.08 0.05 0.395
H 1.95746 -0.16728 -1.75746 -0.12 0.13 -0.03 0.241
H 1.55913 1.55717 -1.60946 -0.06 -0.16 -0.01 0.271
```
Positions in Å, forces in eV/Å.

Properties
HOMO-LUMO gap	9.108	eV
SMILES string	[H]/N=C/C(N)=C(\C)C(=C)C
HOMO energy	-8.18	eV

=====

[2]
ORCA calculation (ωB97M-V/def2-TZVPD) on a 2-piece molecular cluster, C21H29F3INO6 overall.

Structure (XYZ):
```
61
Properties=species:S:1:pos:R:3:forces:R:3:mulliken_charge:R:1
C -1.29364 6.05673 1.61455 -0.20 -0.39 -0.03 -1.251
C -1.44909 5.48813 0.19610 -0.26 0.05 0.70 -0.566
C -1.77914 4.00376 0.23098 0.45 -0.40 -0.21 -0.384
C -1.86729 3.35095 -1.16032 -0.27 0.17 0.20 -0.636
C -2.97675 2.31135 -1.32285 0.35 -0.10 -0.39 -1.156
C -2.70878 0.95696 -0.66923 -0.36 0.09 -0.15 -0.547
C -2.85973 0.92586 0.85275 0.18 -0.01 0.17 -0.432
C -2.58879 -0.44228 1.42720 -0.65 0.16 -0.24 0.115
C -1.29835 -0.87511 1.61675 0.38 -0.13 0.23 0.139
C -0.08685 -0.02602 1.35070 0.06 0.20 -0.56 -0.088
C 1.20864 -0.79713 1.09325 -0.21 -0.29 0.12 -1.392
C 1.09043 -1.80703 -0.04882 0.13 -0.06 -0.10 -1.065
I 2.43200 -3.44850 0.24150 -0.01 0.02 -0.05 0.026
N -1.10995 -2.11999 2.10340 0.14 -0.04 0.12 0.181
C -2.10069 -2.97765 2.38068 0.15 -0.05 -0.07 -0.704
C -3.40055 -2.60203 2.20006 -0.09 0.26 -0.07 0.604
C -4.49940 -3.63047 2.52143 -0.16 -0.21 0.05 0.496
O -4.07841 -4.79488 2.51277 0.01 -0.10 0.09 -0.723
O -5.60242 -3.12213 2.74401 -0.06 0.15 -0.09 -0.671
C -3.64259 -1.31285 1.74150 0.02 -0.12 0.10 -0.009
C -5.07464 -0.86228 1.54820 -0.20 -0.06 0.02 -0.228
O -5.65891 -1.03159 0.52179 0.16 0.05 0.29 -0.497
O -5.60045 -0.18545 2.60880 -0.17 0.21 -0.52 -0.478
H -1.54982 7.11161 1.66867 0.21 0.11 -0.02 0.364
H -0.29062 5.89119 2.00474 0.08 0.12 0.01 0.297
H -1.97595 5.53136 2.28701 -0.06 0.07 0.05 0.325
H -0.52297 5.64769 -0.35444 -0.11 0.11 -0.29 0.326
H -2.27931 6.01040 -0.28093 0.15 0.05 -0.33 0.399
H -2.71075 3.83130 0.77390 -0.09 0.19 0.03 0.369
H -0.99455 3.49856 0.80663 -0.05 -0.02 0.13 0.152
H -2.04155 4.13652 -1.89883 0.01 0.04 -0.03 0.493
H -0.91120 2.89155 -1.42223 0.07 0.03 -0.06 0.297
H -3.94082 2.72551 -1.02003 -0.02 -0.02 0.17 0.423
H -3.06405 2.11226 -2.39399 -0.11 0.01 -0.02 0.387
H -3.43207 0.24175 -1.06796 0.02 -0.09 0.01 0.384
H -1.72656 0.61104 -0.99949 0.08 -0.06 0.11 0.311
H -3.88721 1.22023 1.06803 -0.04 0.03 0.07 0.957
H -2.22067 1.64663 1.36357 0.05 0.10 -0.16 0.160
H 0.04459 0.68863 2.16616 0.06 -0.05 0.11 0.320
H -0.30038 0.58199 0.47023 -0.05 0.03 0.05 0.016
H 1.51006 -1.30709 2.01001 0.15 0.03 0.03 0.535
H 2.00878 -0.10485 0.84331 0.05 0.11 0.19 0.468
H 1.34671 -1.37509 -1.01057 0.04 0.06 -0.01 0.581
H 0.11319 -2.26723 -0.14297 -0.09 0.02 0.05 0.532
H -0.16169 -2.43825 2.25551 0.05 0.01 -0.01 0.225
H -1.87106 -3.97330 2.73098 0.10 -0.05 -0.02 0.513
H -4.98164 0.48900 2.91266 0.14 -0.22 0.29 0.421
C 7.91301 -3.95497 -2.83643 0.02 0.23 -0.02 -1.119
C 6.45365 -3.98148 -2.44124 0.10 -0.37 0.00 -0.215
O 5.94767 -2.65644 -2.16501 0.02 0.06 0.04 -0.283
C 5.68262 -1.90326 -3.21760 -0.02 -0.08 0.07 0.318
O 5.79731 -2.19070 -4.37020 0.00 0.00 -0.09 -0.507
C 5.13333 -0.54138 -2.74461 0.11 -0.01 -0.02 0.899
F 5.90573 -0.00733 -1.79473 -0.01 0.03 0.03 -0.256
F 3.90241 -0.70743 -2.23377 -0.13 0.03 0.06 -0.227
F 5.05601 0.31206 -3.75469 -0.04 0.03 -0.03 -0.239
H 8.50697 -3.46499 -2.06453 0.00 -0.07 0.04 0.307
H 8.27780 -4.97295 -2.96719 -0.01 -0.02 0.02 0.369
H 8.06023 -3.41466 -3.76998 -0.04 -0.05 -0.04 0.327
H 6.31527 -4.52684 -1.51077 -0.05 0.10 0.05 0.307
H 5.83291 -4.44944 -3.20441 -0.01 0.11 -0.07 0.331
```
Positions in Å, forces in eV/Å.

Properties
HOMO-LUMO gap	7.669	eV
HOMO energy	-8.52	eV

=====

[3]
ORCA calculation (ωB97M-V/def2-TZVPD) on C3H7N2O3S as an isolated structure at a distorted geometry.

Structure (XYZ):
```
16
Properties=species:S:1:pos:R:3:forces:R:3:mulliken_charge:R:1
C 1.26384 0.21721 1.05453 -0.04 -1.21 3.30 -1.078
C 0.46788 0.89794 -1.15380 1.82 1.62 1.02 -1.315
C 0.44920 -0.14378 -0.06816 -3.93 0.92 -2.82 0.536
N 0.45670 -2.36965 0.19692 -0.97 1.61 -1.99 -0.764
N 0.12959 -1.37536 -0.59713 1.23 -2.94 2.68 0.000
O -2.28594 0.35304 -1.17764 -0.25 0.41 -0.27 -0.603
O -1.89064 1.57885 0.96556 0.24 -1.87 -1.14 -0.638
O -2.45649 -0.87681 0.92357 0.79 1.28 -0.38 -0.628
S -1.88859 0.28502 0.20843 0.57 -0.35 2.03 1.178
H 1.17675 -0.56030 1.92547 0.56 1.36 -1.68 0.287
H 0.77859 1.12433 1.40329 0.20 0.34 0.41 0.327
H 2.29176 0.48335 0.77508 -0.03 -0.38 0.14 0.333
H 0.26307 1.90967 -0.68430 0.77 -0.91 -0.47 0.300
H -0.26748 0.84711 -1.89739 -0.93 -0.79 -0.98 0.462
H 1.47460 0.83122 -1.62075 -0.31 0.58 0.05 0.382
H 0.03715 -3.20183 -0.25368 0.29 0.34 0.10 0.223
```
Positions in Å, forces in eV/Å.

Properties
HOMO-LUMO gap (spin up / spin down)	7.917 / 7.917	eV
charge	-1
HOMO energy (spin up / spin down)	-4.19 / -4.19	eV